[1]
The following is a DFT calculation (ωB97M-V/def2-TZVPD) of a 12-piece molecular cluster, C36H56Cl14F6NO16S2 overall at a distorted geometry.

The geometry in XYZ format:
```
131
Properties=species:S:1:pos:R:3:mulliken_charge:R:1
F 0.987 -1.949 -0.878 -0.160
H 5.398 -2.901 1.433 0.424
H 1.254 -0.711 5.204 -0.072
H 0.764 1.510 -1.105 0.085
H -2.989 -3.035 2.384 -0.274
O 6.904 -0.532 -3.867 -0.584
H -5.473 -3.222 -1.477 0.408
H 0.222 5.417 2.553 -0.090
Cl 4.315 4.312 -0.347 -0.245
S -0.848 0.788 2.276 0.308
H -6.570 0.467 -0.308 0.275
F 2.180 -2.557 0.709 -0.231
C -1.346 2.551 1.727 0.332
H 1.329 3.974 -4.945 0.332
H 3.486 0.625 4.863 -0.048
C 2.769 2.298 0.653 1.921
H 2.062 4.290 -0.208 0.288
H 2.793 4.401 1.350 0.015
C -3.516 -2.243 -1.292 0.543
N -0.621 0.148 0.955 -0.919
H -3.167 -1.426 -0.660 -0.297
O -0.320 -5.361 -3.873 -0.367
C 2.806 3.815 0.432 -0.178
H -2.442 3.598 7.013 0.383
C 6.358 -0.875 1.089 -0.234
H 1.932 -1.514 6.589 0.405
F -1.699 3.236 2.772 -0.166
F -0.318 3.157 1.178 -0.098
H -2.453 2.917 5.411 -0.577
H -4.011 -5.582 3.716 0.388
S -0.297 -1.495 1.320 1.213
C -0.888 1.082 -2.342 0.043
H -0.340 -1.094 -6.138 0.149
O -2.630 0.386 -3.791 -0.541
O -1.251 -2.382 0.608 -0.465
H -3.030 -3.202 -1.112 0.283
H 1.626 4.114 4.379 0.268
H -0.630 -4.942 -1.802 0.159
H -0.875 -4.779 -6.346 0.400
C 0.083 -4.389 -6.002 -0.675
H -1.507 2.129 -5.609 0.476
C 0.174 -5.171 -2.501 -0.435
C -2.672 2.691 6.454 0.345
C -4.470 5.479 1.921 -0.439
C 3.690 -2.123 -4.722 0.408
H -2.365 0.530 6.448 0.176
H -4.848 5.073 2.859 0.282
H 2.657 0.053 -2.284 0.885
C 0.565 -5.328 -4.903 -0.612
Cl -3.023 -3.090 4.628 -0.202
C 5.123 -1.782 -4.673 -1.192
O 0.646 3.449 -5.367 -0.564
C -4.023 -4.858 2.901 -0.558
H 1.294 -1.909 -4.836 0.042
H 7.076 0.134 -3.197 0.329
H 6.402 -0.061 0.365 0.214
H -1.865 -4.228 3.011 0.264
H 0.816 -4.434 -6.807 0.383
Cl -7.080 5.956 1.519 -0.216
C 5.385 -2.076 0.721 0.410
C 0.766 5.986 3.306 -0.170
Cl -2.847 6.070 2.464 -0.185
H 6.165 -0.413 2.057 0.257
H -4.319 4.637 1.245 0.279
C 2.814 -1.208 -3.933 -0.532
H 0.699 -6.355 -5.243 0.407
H 0.241 6.851 3.712 0.468
C -1.033 2.005 -4.646 -0.999
Cl -2.173 1.314 8.670 -0.225
C -0.261 -2.085 -6.586 -0.975
Cl -3.774 -5.878 1.473 -0.212
H 1.777 1.972 0.966 -1.278
O -0.163 -3.037 -5.471 0.055
C 4.773 -0.020 -2.923 0.154
H 0.702 -6.048 -2.127 0.439
C 0.904 2.586 -3.095 0.817
H -1.064 0.313 -0.602 0.143
H 1.563 -4.991 -4.622 0.273
H -5.465 7.408 2.155 0.283
O -1.862 0.185 3.115 -0.480
O 1.452 -1.359 -4.065 0.093
Cl 3.854 1.711 1.947 -0.181
C 0.227 1.743 -2.013 0.996
Cl 5.568 -2.859 -0.852 -0.152
Cl -4.464 2.558 6.467 -0.243
Cl 8.010 -1.583 1.206 -0.241
Cl 2.149 1.425 6.622 -0.218
H 4.377 -1.662 0.717 -0.678
C 3.327 -0.382 -3.012 0.815
H -7.096 -1.153 0.184 0.347
C -5.394 6.556 1.479 -0.369
H 4.017 -0.140 6.400 0.413
O 2.115 2.968 -3.139 -0.696
H -1.118 -2.099 -2.534 0.024
H -5.597 -0.338 0.770 0.261
C -1.984 -2.363 -3.141 -0.548
Cl 2.277 6.711 2.539 -0.233
C 1.388 -1.626 0.261 0.166
F -2.290 2.484 0.873 -0.168
H -1.809 -2.133 -4.192 -0.025
O 3.250 -3.027 -5.389 -0.573
Cl -0.396 4.830 5.384 -0.182
F 2.085 -0.515 0.282 0.007
H 3.106 1.809 -0.261 -0.399
O -3.254 -1.901 -2.666 -0.475
Cl 3.016 -2.127 4.523 -0.198
H 5.653 -2.179 -5.527 0.420
H -0.923 1.399 6.675 -0.143
C 0.102 2.713 -4.374 0.119
H -1.142 -2.202 -7.218 0.293
C -2.882 -3.846 3.104 0.254
C 5.589 -0.837 -3.858 0.459
C -1.978 1.416 6.949 0.284
H -4.995 -4.363 2.906 0.345
O 0.364 1.010 3.099 -0.345
H -1.957 -3.451 -3.192 0.859
H 0.851 -4.317 -2.495 0.056
C 1.138 5.081 4.502 -0.504
C 2.197 -1.023 5.653 -0.167
O 5.213 0.827 -2.129 -0.679
H -5.207 6.977 0.491 0.334
O -1.472 0.267 -1.470 0.424
C -6.233 -0.546 -0.091 -0.740
C 3.163 0.183 5.805 -0.158
H 1.660 5.785 5.150 0.455
C -1.673 1.125 -3.651 -0.051
O -0.029 -1.853 2.729 -0.453
H 0.616 -2.070 -7.234 0.385
O -5.601 -1.141 -1.299 -0.337
H -5.190 -2.733 0.069 0.260
C -5.055 -2.365 -0.948 -0.827
```

Output
Calculated total energy ... -285776.3323 eV
Total charge ... -1
M ... 1433.3 g/mol
Largest force on an atom ... 8.19 eV/Å


[2]
The following is a DFT calculation (ωB97M-V/def2-TZVPD) of C36H56CuNP4 as an isolated structure.

The geometry in XYZ format:
```
98
Properties=species:S:1:pos:R:3:mulliken_charge:R:1
H -2.028 2.503 -3.825 0.647
H -3.331 0.467 -3.446 0.496
C 2.127 1.941 -0.723 -0.687
C -0.017 -3.671 -1.903 -1.798
C -0.761 1.005 2.280 -0.290
C 0.016 0.207 3.146 -0.493
C 1.821 -1.563 -2.564 -0.195
H 2.277 -1.882 -5.917 0.425
C -4.742 2.252 -0.481 0.389
H 0.203 -4.735 3.796 0.476
H 0.179 3.465 -1.920 0.184
C -5.999 2.934 -0.964 -1.746
H -0.162 1.268 -4.957 0.238
H -1.838 -0.078 -5.223 0.400
C -3.683 1.990 -1.327 0.244
P 2.751 0.213 -0.621 1.132
C 2.295 -3.334 -0.368 -0.899
C 0.042 2.097 -4.279 -1.207
H 0.700 -0.087 5.159 0.154
H 0.970 1.862 -3.748 0.021
H -1.845 -1.679 3.322 0.170
H 3.786 1.119 -3.281 0.241
C -2.478 1.407 -0.908 -0.405
C 3.683 -1.887 2.851 -1.448
C -1.347 -2.621 3.088 -1.394
C 3.209 0.212 -3.430 -0.740
C -3.099 -1.265 -2.219 -1.560
C -0.353 1.746 5.022 0.320
H 1.797 -4.029 3.556 0.310
H -0.598 -4.157 -1.119 0.418
C 3.064 0.486 3.283 -1.238
H 2.460 2.491 0.160 0.582
H 1.865 -4.250 0.039 0.492
H 4.838 0.885 0.428 0.410
H 3.592 0.182 -5.544 0.396
C -3.408 1.297 1.293 -0.274
H -3.721 -1.964 -2.786 0.570
C -1.888 -0.802 -4.406 -1.663
C 0.756 -3.972 3.239 -1.379
P 0.958 -2.329 -1.123 2.161
H -3.715 -0.817 -1.437 0.220
H 3.422 -2.944 2.885 0.223
C 2.576 -0.396 -2.350 0.340
C 4.568 0.523 -0.566 -1.612
H 0.627 -4.414 -2.375 0.525
H -0.713 -3.270 -2.637 0.416
H -6.880 2.555 -0.443 0.385
H -2.485 -1.650 -4.758 0.451
H 3.039 0.813 2.241 0.030
H 1.151 -2.985 -4.038 0.349
H -3.803 2.236 -2.379 0.155
H 2.421 -1.207 4.456 0.517
C -1.166 2.259 2.800 -0.207
P 0.956 -1.236 2.511 0.976
C 0.134 -2.596 3.479 0.490
H -1.458 -2.796 2.012 0.074
C -2.513 -0.191 -3.147 0.720
C 2.585 -0.968 3.402 0.711
H -0.666 4.461 -3.110 0.496
H 0.707 -4.238 2.178 0.127
H -1.666 2.955 2.136 0.599
H -0.197 1.219 7.109 0.374
H 2.760 -2.778 0.442 -0.195
H 5.101 -0.410 -0.747 0.409
H -6.147 2.782 -2.035 0.367
H 0.794 2.601 6.652 0.301
H 0.216 2.992 -4.884 0.510
C 2.363 -1.466 -4.921 -0.680
C -2.282 1.111 0.454 -0.956
C 1.728 -2.087 -3.852 -0.731
P -1.292 0.847 -2.181 0.542
H 4.602 -1.754 3.428 0.518
C -0.979 2.610 4.120 -0.901
H -5.957 4.012 -0.789 0.316
H 2.452 1.180 3.855 0.203
H -0.871 -1.157 -4.221 0.288
H -1.865 -3.427 3.614 0.572
C 0.146 0.571 4.492 -0.004
H 2.495 2.449 -1.618 0.518
C -1.093 2.345 -3.277 0.462
H -5.416 1.963 1.542 0.372
H 4.882 1.264 -1.304 0.510
H 3.909 -1.628 1.813 0.031
Cu 0.011 -0.786 0.213 -0.928
H 4.098 0.566 3.633 0.519
C -0.166 2.107 6.477 -1.691
H 1.038 1.931 -0.723 -0.583
C -4.588 1.849 0.847 -0.993
C 3.102 -0.312 -4.711 -0.875
H 3.043 -3.596 -1.114 0.535
H -2.314 -1.837 -1.718 0.020
H -1.329 3.581 4.462 0.389
H -0.948 2.787 6.817 0.392
H -3.334 0.986 2.327 0.584
C -0.771 3.593 -2.452 -1.439
H 0.219 -2.345 4.540 0.577
N -1.082 0.607 0.981 1.001
H -1.540 3.814 -1.712 0.224
```

Output
Calculated total energy ... -121528.0517 eV
Total charge ... 0
M ... 690.3 g/mol
Largest force on an atom ... 0.58 eV/Å
ΔE to the lowest compared entry with this formula, charge and spin ... 8.2 kcal per mole


[3]
The following is a DFT calculation (ωB97M-V/def2-TZVPD) of a 9-piece molecular cluster, C36H56N2O21 overall at a distorted geometry.

The geometry in XYZ format:
```
115
Properties=species:S:1:pos:R:3:mulliken_charge:R:1
C -2.880 -0.474 1.632 0.352
C -1.543 3.222 -0.893 1.659
H 1.971 2.571 -4.226 0.322
O 1.034 -4.501 0.648 -0.406
H -2.575 4.145 -2.537 0.362
H 1.594 -1.530 0.448 -0.180
C 5.798 -3.796 2.436 -0.411
H -7.023 -3.678 0.552 0.326
C -1.786 1.427 -4.926 0.217
H -0.841 4.639 -2.329 0.367
H 2.132 4.415 0.855 0.088
H -3.772 3.233 -4.330 0.196
H 1.028 -2.554 2.665 0.018
C 4.920 -3.136 3.532 0.807
C 1.735 -1.388 -0.611 -1.420
C -2.363 -1.498 3.560 0.452
H -2.182 5.083 0.134 0.412
H 5.654 3.806 1.692 0.379
C -3.163 1.126 -4.398 0.811
H -1.176 3.132 -3.018 0.282
H 5.378 -4.601 1.858 0.281
H 1.707 -0.567 -3.200 0.347
H -2.043 -4.153 1.811 0.243
O -2.649 -1.691 2.317 -0.204
H -6.572 -4.654 -0.778 0.345
H -5.583 2.897 -6.006 0.440
H -3.524 0.186 -4.839 0.649
O -4.426 1.411 -0.466 -0.594
H 6.205 -3.018 1.799 0.294
H -4.391 -3.213 -1.139 0.488
C -2.253 3.988 0.263 -0.633
C -1.140 -0.925 -2.005 -0.015
O -0.403 -0.758 -3.052 -0.292
O -2.299 2.008 -0.956 0.547
O 6.865 -4.220 3.199 -0.350
C 0.822 -0.160 -2.637 -0.118
O 4.080 0.862 -1.435 -0.576
H -3.209 -3.110 0.005 -0.190
H 4.171 -3.928 3.760 0.154
C -1.218 -4.676 1.326 -1.719
O 3.622 2.462 2.642 -0.409
H -4.807 2.101 -3.770 0.546
H 4.836 -0.993 2.839 0.544
C 0.015 -3.772 1.299 2.354
H -0.555 3.142 -0.583 -0.887
H -1.500 -4.995 0.360 0.500
C -2.250 0.474 2.674 0.046
O 5.822 -2.890 4.546 -0.366
H 1.309 3.932 -2.275 -1.014
C -6.425 -4.569 0.261 -0.462
H 4.421 4.672 -1.893 0.408
H -0.494 1.867 2.928 0.568
C 0.841 -0.275 -1.080 1.650
O -3.517 3.382 0.233 -0.420
H 3.509 -1.957 2.430 0.106
N -0.689 1.679 -5.318 -0.580
H -3.943 -0.252 1.587 0.564
O 2.853 2.675 -1.378 0.253
H 1.037 0.661 -0.583 -0.867
C 2.625 1.821 2.134 0.210
O 2.426 0.595 2.196 -0.363
H 1.493 -2.366 -1.012 0.515
C 1.878 -4.950 1.539 0.540
N -7.567 -6.624 1.416 -0.459
O 7.947 -3.577 5.087 -0.628
C 3.579 1.786 -2.031 0.216
H -2.407 -0.388 0.641 -0.530
C 0.613 -3.575 2.689 -0.063
H -3.027 0.910 -3.305 -1.025
H 4.634 5.343 1.237 0.305
H -4.776 -4.376 1.606 0.302
H -0.264 -2.860 0.752 -1.141
H 3.019 5.356 -1.161 0.323
H -1.870 3.804 1.207 0.334
O 3.653 2.001 -3.302 -0.349
C -1.591 3.792 -2.259 -1.442
C 2.414 3.656 -2.319 1.449
H 0.648 0.910 -2.982 -0.130
H -4.058 2.299 -6.716 0.321
C 2.161 3.951 1.759 -0.443
H 3.307 3.820 -4.237 0.370
O -0.517 -0.621 -0.840 0.528
C 3.543 3.837 2.339 0.197
C 4.282 -1.847 3.169 -1.573
O -2.221 -2.398 4.377 -0.647
C -4.177 2.290 -4.547 -0.550
H -5.288 1.215 -6.195 0.346
C 4.675 4.204 1.338 -0.729
O 2.860 -5.650 1.335 -0.636
C -4.263 -3.219 -0.067 -0.561
O 1.805 2.607 1.518 0.345
O -2.160 -0.232 3.890 -0.386
O 1.572 -4.487 2.724 -0.353
C -4.963 -4.406 0.540 -0.437
H -0.152 -3.734 3.469 0.386
H -0.911 1.404 1.232 -0.616
H 4.475 3.673 0.488 -0.123
C 3.379 4.794 -2.079 -1.597
C -0.821 1.032 2.279 0.303
C -4.825 2.171 -5.958 -1.385
H 3.596 4.405 3.281 0.375
H 3.312 5.540 -2.836 0.539
H 0.036 0.267 2.153 -0.434
H -1.088 -5.570 1.907 0.389
H 1.468 4.432 2.416 0.290
C -7.031 -5.694 0.883 0.130
C 6.932 -3.570 4.338 0.618
H 3.778 -1.457 3.991 0.495
C -3.477 2.190 -0.447 0.158
O -2.313 -1.303 -2.065 -0.596
H -2.986 1.287 2.808 0.386
H -4.717 -2.297 0.277 0.195
C 2.794 3.001 -3.681 -0.366
H 2.819 -1.135 -0.758 0.395
H -4.447 -5.283 0.198 0.339
```

Output
Calculated total energy ... -84215.9477 eV
Total charge ... 0
M ... 852.8 g/mol
SMILES ... C[C@H]1COC(=O)O1.C[C@H]1COC(=O)O1.C[C@H]1COC(=O)O1.C[C@H]1COC(=O)O1.C[C@H]1COC(=O)O1.C[C@H]1COC(=O)O1.C[C@H]1COC(=O)O1.CCCC#N.CCCC#N
Largest force on an atom ... 6.89 eV/Å
ΔE to the lowest compared entry with this formula, charge and spin ... 0.0 kcal per mole


[4]
The following is a DFT calculation (ωB97M-V/def2-TZVPD) of a 12-piece molecular cluster, C36H56O36 overall at a distorted geometry.

The geometry in XYZ format:
```
128
Properties=species:S:1:pos:R:3:mulliken_charge:R:1
C -1.750 17.791 5.624 0.577
H -3.994 16.711 3.131 -0.631
H -3.927 15.753 -1.783 0.328
C -6.371 16.676 1.597 -0.593
C -7.519 12.861 5.799 -0.084
H -9.379 16.084 2.023 0.362
O -3.944 20.448 2.285 0.123
H -5.230 16.516 -0.781 -0.208
H -7.302 13.929 5.783 0.093
H -1.367 15.037 2.878 -0.301
C -3.136 10.977 1.422 -0.064
O -2.865 17.582 5.188 -0.500
H -1.163 19.834 -3.403 0.324
H -5.342 16.501 -2.407 0.273
H -3.945 9.702 -0.171 0.263
O -5.950 21.789 -1.355 -0.355
H -1.970 21.539 0.639 0.340
C -7.217 19.106 5.101 0.719
O -10.363 15.170 -2.756 -0.370
H 1.031 15.494 -3.158 0.293
O -13.466 17.049 1.512 -0.312
C 0.498 13.196 3.201 0.777
H -8.395 12.827 5.151 0.287
O 1.649 16.433 -0.191 -0.606
O 0.988 11.961 3.300 -0.334
C -6.370 11.928 5.355 0.458
H -9.852 17.330 3.058 0.604
H -6.574 15.512 4.001 -0.074
O -4.047 11.280 2.368 -0.279
H 1.032 18.615 5.214 0.267
C -0.327 17.299 1.623 -0.235
H -9.241 18.126 -2.426 0.160
H -6.428 20.838 2.935 -0.270
C -3.513 20.036 0.984 0.632
C -3.964 10.740 0.161 -0.384
H -6.267 22.010 4.131 0.421
O -0.437 17.218 0.221 -0.137
H 0.881 17.040 -3.775 0.225
H 0.824 16.903 6.876 0.254
C -8.043 20.993 4.084 -0.490
H -3.746 19.007 0.709 -0.090
O -6.226 12.208 2.343 -0.504
H -15.515 17.152 1.421 0.212
C 0.098 17.711 6.969 -0.400
O -3.040 20.883 4.246 -0.615
O -8.375 19.678 4.548 -0.344
O -3.055 19.626 -2.373 0.022
H 0.139 17.957 8.030 0.257
C -9.708 16.227 -3.457 -0.400
H 0.086 18.280 1.856 0.433
H -7.314 21.035 -2.742 0.319
H 0.311 16.478 1.951 0.530
H -2.218 21.351 -3.335 0.304
O -9.927 16.677 -1.253 -0.171
O -7.464 21.253 0.197 -0.345
H -2.562 10.148 1.835 0.330
H -2.684 13.835 2.748 -0.129
O -11.301 16.964 1.469 -0.077
H -5.159 17.356 4.265 0.369
H -14.690 17.724 2.904 0.298
O -6.335 15.496 2.040 -0.113
H -2.466 20.028 -4.309 0.387
O -5.623 17.559 2.311 0.439
C 0.261 18.846 5.949 -0.246
H -5.174 14.537 3.355 -0.152
H -2.207 14.419 4.276 0.322
H -6.992 19.355 -0.075 -0.155
H -6.699 11.233 4.583 0.103
H 3.072 11.672 3.969 0.300
C -4.573 16.620 -1.644 -0.379
O -3.984 17.923 -1.678 0.354
H -8.331 21.670 4.888 0.324
C -5.748 15.462 3.291 0.255
O -1.180 17.093 6.630 -0.375
H -1.306 17.190 2.090 -0.529
C -12.353 16.837 2.262 0.674
O -3.022 17.852 -3.773 -0.605
H -10.362 16.896 -4.016 0.234
C -10.479 15.417 -1.463 0.616
H -8.039 16.934 -2.223 -0.335
C -7.423 20.187 -0.631 0.412
H -1.484 19.775 0.469 0.126
H -9.536 17.812 1.503 0.107
C -6.713 20.677 -1.906 0.020
H -2.477 11.839 1.312 0.028
C -14.718 16.950 2.137 -0.635
C 1.133 16.533 -2.844 -0.791
O -6.215 19.878 4.847 -0.240
O -1.730 20.605 2.398 -0.377
H -8.473 19.918 -0.747 0.151
H 2.149 16.706 -2.490 0.373
C -3.285 18.363 -2.709 0.364
C -9.117 17.046 -2.342 0.479
H -14.869 15.937 2.510 0.276
H -6.131 19.873 -2.357 0.003
C -6.612 20.985 3.999 0.264
O -12.319 16.522 3.467 -0.588
C -9.998 16.980 2.036 -0.944
O -6.956 17.044 0.531 -0.380
C -2.050 20.523 1.025 -0.237
H -5.559 12.474 4.873 -0.090
C -2.158 20.263 -3.290 -1.025
H 2.986 12.422 2.592 0.322
H 2.490 10.658 2.646 0.280
H -8.937 15.936 -4.170 0.345
H -3.389 11.202 -0.642 0.295
O -5.239 11.303 0.585 -0.340
C 0.545 16.854 -0.617 0.544
O -11.069 14.661 -0.701 -0.543
C -5.061 16.850 3.304 0.656
C -6.485 22.160 -0.168 0.608
C -5.283 11.633 1.818 0.692
H -8.329 21.140 3.042 0.294
H 0.242 19.827 6.424 0.268
C 2.414 11.645 3.100 -0.706
O -7.842 12.379 7.123 -0.368
H -4.085 20.632 0.273 -0.347
O 0.155 16.954 -1.970 -0.176
O -6.096 23.116 0.495 -0.568
C -6.859 11.588 7.583 0.556
O -0.823 13.113 3.569 -0.317
C -1.797 14.132 3.308 0.460
O -5.962 11.330 6.552 -0.373
C -2.885 20.632 3.074 0.407
O -7.167 17.945 5.449 -0.589
O -0.941 18.794 5.206 -0.201
O -6.837 11.118 8.706 -0.557
O 1.163 14.202 2.923 -0.608
```

Output
Calculated total energy ... -111944.8358 eV
Total charge ... 0
M ... 1064.8 g/mol
SMILES ... COC(=O)OC.COC(=O)OC.COC(=O)OC.COC(=O)OC.O=C1OCCO1.O=C1OCCO1.O=C1OCCO1.O=C1OCCO1.O=C1OCCO1.O=C1OCCO1.O=C1OCCO1.O=C1OCCO1
Largest force on an atom ... 7.54 eV/Å
ΔE to the lowest compared entry with this formula, charge and spin ... 114.4 kcal per mole